Formula: C4H11S
Source: the Open Molecules 2025 dataset
Level of theory: ωB97M-V/def2-TZVPD

Its maximum force is 3.35 eV/Å. The calculated total energy comes out at -15160.696 eV.

ORCA input file:
```
! wB97M-V def2-TZVPD RIJCOSX def2/J DEFGRID3
* xyz -1 1
C 3.93400 -1.01096 0.78106
C 3.07037 -0.97675 -0.55836
H 4.79938 -0.25536 0.62123
H 4.47236 -1.96746 1.03334
H 3.58396 -0.82596 1.80166
H 3.60040 -1.45386 -1.40874
H 2.03264 -1.43864 -0.41708
H 2.87618 0.05084 -0.62903
C -3.34523 -0.11531 -0.75748
C -2.50457 0.86129 0.22881
S -0.71102 0.74251 0.16810
H -4.02246 -0.96817 -0.20946
H -2.73778 -0.52189 -1.63481
H -4.29050 0.54036 -1.09662
H -2.94916 0.57867 1.10782
H -2.91609 1.83171 -0.02202
*
```

Formula: C14H12FN4O8
Source: the Open Molecules 2025 dataset
Level of theory: ωB97M-V/def2-TZVPD

Its maximum force is 2.62 eV/Å. The calculated total energy comes out at -39763.810 eV.

ORCA input file:
```
! wB97M-V def2-TZVPD RIJCOSX def2/J DEFGRID3
* xyz -1 1
C -4.81139 1.92063 -2.10195
C -3.85504 0.82098 -1.72746
O -2.54594 1.38659 -1.45609
C -1.56082 0.45661 -1.37641
C -0.28400 1.06961 -1.02712
F -0.30844 2.39046 -1.26850
C 1.02782 0.50181 -1.30618
O 1.27626 -0.70495 -1.34468
O 1.96049 1.45002 -1.56392
C 3.22784 0.85474 -1.93280
C 4.24565 1.92847 -2.21521
O -1.71579 -0.73943 -1.60823
H -5.77974 1.46410 -2.31541
H -4.94461 2.63642 -1.28108
H -4.48939 2.44528 -3.00842
H -4.19713 0.29666 -0.82358
H -3.77250 0.09450 -2.54514
H 3.56685 0.21858 -1.10463
H 3.09355 0.21909 -2.82004
H 5.14998 1.42767 -2.57060
H 3.92167 2.62854 -2.99493
H 4.51084 2.47800 -1.30489
N -3.59382 -0.55625 1.11197
C -2.46862 -0.76393 1.35152
C -1.13134 -1.06837 1.76807
C -0.21820 -1.59276 0.82875
C 1.03156 -2.01542 1.29598
N 2.10527 -2.61576 0.61891
O 2.23116 -3.19333 -0.44127
O 3.19237 -2.57466 1.53247
N 2.80332 -2.08771 2.76449
C 1.49085 -1.76741 2.60189
C 0.55638 -1.22660 3.56391
N 0.91934 -0.92972 4.92417
O 2.06970 -1.12544 5.35929
O 0.01665 -0.45216 5.65630
C -0.74738 -0.93284 3.12690
H -0.48492 -1.74782 -0.21431
H -1.48844 -0.59419 3.84824
*
```

Formula: BH5N2
Source: the Open Molecules 2025 dataset
Level of theory: ωB97M-V/def2-TZVPD

Its maximum force is 4.60 eV/Å. The calculated total energy comes out at -3739.117 eV. Its SMILES is NBN.

ORCA input file:
```
! wB97M-V def2-TZVPD RIJCOSX def2/J DEFGRID3
* xyz 0 1
N 1.17235 0.19812 0.02018
B 0.09438 -0.61079 -0.14022
N -1.22451 0.17397 -0.02477
H 2.08665 -0.00390 0.41423
H 1.08667 1.19819 -0.19599
H 0.10633 -1.77432 -0.02716
H -2.01932 -0.35341 0.25270
H -1.30255 1.17214 -0.29897
*
```

Formula: C45H66CdI2N4O3S
Source: the Open Molecules 2025 dataset
Level of theory: ωB97M-V/def2-TZVPD

Its maximum force is 3.02 eV/Å. The calculated total energy comes out at -91438.489 eV.

ORCA input file:
```
! wB97M-V def2-TZVPD RIJCOSX def2/J DEFGRID3
* xyz 0 1
Cd 1.62578 -1.13817 0.16197
C 0.86946 -3.16786 2.45535
N 0.09854 -2.17431 1.68715
C -1.03776 -2.91092 1.11652
C -0.29787 -1.01418 2.53470
C -0.81190 0.04486 1.66329
N 0.05292 0.57654 0.60337
C 0.87495 1.68541 0.99023
C 1.67925 1.52470 2.25301
C 1.47098 2.48506 3.24024
C 2.16407 2.51503 4.48493
C 3.20073 1.57794 4.56404
C 3.52381 0.60733 3.59001
C 2.68096 0.57035 2.44985
O 3.02510 -0.24197 1.43144
C 4.79492 -0.26986 3.63557
C 5.75792 0.30089 2.48080
C 5.48618 -0.15637 4.98327
C 4.45048 -1.70534 3.34685
C 1.75321 3.56896 5.51634
C 0.21126 3.51191 5.76335
C 2.54266 3.36931 6.83386
C 2.08087 4.95722 4.89725
C -0.73107 0.80408 -0.65374
C -1.31553 -0.45105 -1.27854
C -2.68353 -0.65104 -1.22082
C -3.35677 -1.76220 -1.76080
C -2.51791 -2.54692 -2.50242
C -1.11898 -2.43601 -2.61727
C -0.48873 -1.44154 -1.84126
O 0.80639 -1.21258 -1.80501
C -0.32716 -3.38044 -3.45453
C 0.59495 -4.08075 -2.44623
C 0.47764 -2.57742 -4.45932
C -1.07971 -4.42656 -4.20335
C -4.83762 -1.95895 -1.51087
C -5.28497 -1.53512 -0.13546
C -5.54665 -1.15932 -2.65258
C -5.19397 -3.45235 -1.69382
H 0.13860 -3.73528 3.17056
H 1.72810 -2.75149 3.02835
H 1.20389 -3.96009 1.80874
H -1.44934 -3.65448 1.80993
H -0.80821 -3.28463 0.11600
H -1.81853 -2.22176 0.91719
H 0.57885 -0.78906 3.10649
H -1.12252 -1.32219 3.18846
H -1.18472 0.88473 2.30999
H -1.73631 -0.31985 1.22158
H 0.33175 2.72048 1.05607
H 1.60400 1.70265 0.16817
H 0.63265 3.16681 2.90634
H 3.74016 1.34932 5.45578
H 6.04709 1.30717 2.76690
H 5.22459 0.23927 1.46751
H 6.68852 -0.30415 2.40221
H 5.61889 0.91483 5.27096
H 6.46987 -0.60162 4.85982
H 5.00745 -0.70436 5.73239
H 4.26110 -1.83824 2.22966
H 3.57148 -2.10641 3.85116
H 5.28784 -2.38073 3.65606
H -0.02628 2.58004 6.31710
H -0.41266 3.55006 4.91855
H -0.01180 4.37490 6.36165
H 2.56610 2.40128 7.29574
H 2.28761 4.10954 7.62660
H 3.63247 3.53306 6.61637
H 1.32915 5.31769 4.20037
H 3.07376 4.89121 4.41407
H 2.14990 5.75676 5.67297
H -0.05968 1.30500 -1.37498
H -1.48104 1.52977 -0.35142
H -3.26944 0.13270 -0.84360
H -2.91728 -3.43739 -3.00574
H 0.97307 -3.42263 -1.63021
H 1.40428 -4.48968 -3.04838
H -0.01111 -4.88147 -2.05558
H 0.99952 -1.74870 -3.95960
H -0.16716 -2.28337 -5.32678
H 1.33467 -3.15552 -4.83881
H -1.55332 -5.20483 -3.54086
H -0.39873 -4.91368 -4.85784
H -1.93392 -4.13784 -4.83278
H -4.85624 -0.53856 0.03492
H -4.87668 -2.22653 0.64506
H -6.34317 -1.53756 0.13601
H -5.54137 -0.11238 -2.55917
H -6.66119 -1.36714 -2.75982
H -5.14854 -1.42053 -3.58308
H -4.75157 -4.05029 -0.88273
H -4.80729 -3.92521 -2.59409
H -6.21131 -3.70608 -1.64164
I 4.11985 -2.87105 -1.01892
C 3.66994 -1.46607 -2.49110
I 4.10315 0.54847 -2.12813
H 2.59058 -1.47524 -2.67358
H 4.25363 -1.64325 -3.33792
O 2.63211 -0.39339 -5.62938
H 2.32011 0.32718 -5.07441
H 3.32902 0.04551 -6.14448
S -2.41722 4.54432 -4.02964
C -1.06624 3.45532 -3.94009
C -1.16631 2.09529 -4.17939
C 0.01434 1.27918 -4.25380
N 1.19904 1.85259 -4.23421
C 1.29325 3.18284 -3.92345
C 0.19070 3.99712 -3.76514
C -3.66761 3.56781 -3.34400
C -3.47763 2.88115 -2.15063
C -4.55681 2.28201 -1.43329
N -5.81139 2.31454 -1.89222
C -5.90720 2.82524 -3.13755
C -4.93828 3.48859 -3.92182
H -2.11887 1.52516 -4.33896
H -0.07734 0.22377 -4.42537
H 2.33305 3.52311 -3.89790
H 0.33768 5.06144 -3.49742
H -2.55068 2.92741 -1.70023
H -4.43603 1.79002 -0.44553
H -6.95999 2.89215 -3.53592
H -5.15366 3.73694 -4.95556
*
```

Formula: CH3PS
Source: the Open Molecules 2025 dataset
Level of theory: ωB97M-V/def2-TZVPD

Its maximum force is 2.71 eV/Å. The calculated total energy comes out at -21206.130 eV.

ORCA input file:
```
! wB97M-V def2-TZVPD RIJCOSX def2/J DEFGRID3
* xyz 0 1
C 0.45991 -0.48571 0.39250
P -1.04567 0.61530 0.30767
S 0.88699 1.35442 0.45163
H 0.91610 -0.91813 1.36685
H 0.45996 -0.97231 -0.61684
H -1.67730 0.40641 -1.90182
*
```

Formula: C4H12N2
Source: the Open Molecules 2025 dataset
Level of theory: ωB97M-V/def2-TZVPD

Its maximum force is 3.16 eV/Å. The calculated total energy comes out at -7320.460 eV. Its SMILES is [H]/N=C/C.C=N.C.

ORCA input file:
```
! wB97M-V def2-TZVPD RIJCOSX def2/J DEFGRID3
* xyz 0 1
H 0.04108 -0.09085 -2.64194
N 0.31595 0.40881 -1.79900
C 1.30305 -0.11330 -1.15988
C 2.08425 0.72852 -0.20788
H 1.83492 -0.99667 -1.53770
H 2.29518 0.16178 0.69447
H 3.04267 1.01786 -0.64860
H 1.50770 1.61104 0.06725
C -2.10209 0.59694 -0.16175
N -2.06782 1.49081 0.71037
H -1.13913 0.54337 -0.88497
H -2.90734 -0.13854 -0.30274
H -2.83766 1.49515 1.38280
C -0.30523 -1.34438 1.29734
H 0.08656 -1.10483 0.24849
H -1.25353 -1.86442 1.36245
H 0.46801 -1.97735 1.72079
H -0.36657 -0.42395 1.86052
*
```